{"formula": "C24H72As3F18N6O6", "method": "ωB97M-V/def2-TZVPD", "symbols": ["C", "C", "C", "O", "C", "N", "H", "H", "H", "H", "H", "H", "H", "H", "H", "H", "H", "H", "C", "C", "C", "O", "C", "N", "H", "H", "H", "H", "H", "H", "H", "H", "H", "H", "H", "H", "C", "C", "C", "O", "C", "N", "H", "H", "H", "H", "H", "H", "H", "H", "H", "H", "H", "H", "C", "C", "C", "O", "C", "N", "H", "H", "H", "H", "H", "H", "H", "H", "H", "H", "H", "H", "C", "C", "C", "O", "C", "N", "H", "H", "H", "H", "H", "H", "H", "H", "H", "H", "H", "H", "C", "C", "C", "O", "C", "N", "H", "H", "H", "H", "H", "H", "H", "H", "H", "H", "H", "H", "As", "F", "F", "F", "F", "F", "F", "As", "F", "F", "F", "F", "F", "F", "As", "F", "F", "F", "F", "F", "F"], "xyz": [[-2.5381, -1.2706, -4.5422], [-2.1122, 0.1837, -4.9404], [-2.4435, 0.4551, -6.4009], [-2.5337, 1.8376, -6.6418], [-2.3187, 1.9171, -8.1128], [-2.8291, 1.0903, -3.9649], [-3.7688, 0.8332, -3.6985], [-2.2686, 1.1384, -3.1261], [-3.0275, 1.9473, -4.4611], [-1.8862, -1.4925, -3.6972], [-2.3944, -2.0823, -5.2553], [-3.6073, -1.2686, -4.3301], [-1.0445, 0.3391, -4.7853], [-3.4457, 0.0466, -6.5307], [-1.6843, -0.0985, -6.9533], [-2.2876, 2.9715, -8.3872], [-3.1394, 1.4002, -8.6102], [-1.3248, 1.5373, -8.3496], [1.0540, 4.4585, 0.4747], [-0.0760, 4.9694, 1.3743], [-0.4752, 6.4856, 1.4466], [-1.4381, 6.7702, 2.3624], [-2.2044, 7.9522, 2.1104], [-1.3151, 4.0484, 1.4589], [-1.1546, 3.1021, 1.7733], [-1.9651, 4.5391, 2.0562], [-1.6048, 3.8636, 0.5091], [1.9396, 5.0935, 0.5011], [0.7622, 4.4313, -0.5752], [1.2493, 3.4069, 0.6849], [0.2725, 4.7598, 2.3856], [-0.6080, 6.5900, 0.3698], [0.3270, 7.1847, 1.6832], [-2.9555, 8.1831, 2.8657], [-2.5692, 7.9400, 1.0833], [-1.6679, 8.8982, 2.1833], [-0.3969, -4.1266, -3.1722], [1.1716, -4.1146, -3.1659], [1.9231, -4.4241, -1.8511], [3.2326, -4.1731, -2.0523], [3.9412, -3.7867, -0.8655], [1.5946, -5.0812, -4.3074], [1.1820, -5.9876, -4.1390], [1.2064, -4.7154, -5.1650], [2.5980, -5.0569, -4.4194], [-0.8759, -3.7386, -4.0711], [-0.5978, -3.3938, -2.3907], [-0.7733, -5.0782, -2.7969], [1.4264, -3.1281, -3.5531], [1.7088, -5.4660, -1.6132], [1.4420, -3.7867, -1.1092], [3.3580, -2.9871, -0.4087], [4.9805, -3.5061, -1.0367], [4.0501, -4.6987, -0.2785], [6.5007, 2.5012, -0.5880], [5.4959, 2.3039, -1.6613], [4.8849, 0.8246, -1.5024], [4.0028, 0.6714, -2.6491], [3.3399, -0.5251, -2.7061], [4.3407, 3.1997, -1.4618], [3.9551, 2.9538, -0.5612], [4.3443, 4.2011, -1.5933], [3.6000, 2.9658, -2.1074], [7.3156, 1.7985, -0.7620], [6.2198, 2.3882, 0.4591], [6.8899, 3.5178, -0.6447], [5.8361, 2.5101, -2.6761], [4.2673, 0.8630, -0.6051], [5.6601, 0.0652, -1.6048], [4.1525, -1.2228, -2.9083], [2.7218, -0.5182, -3.6039], [2.8616, -0.6563, -1.7355], [0.0448, -0.7581, 3.8391], [1.3688, -0.2217, 4.3494], [1.6719, -0.6304, 5.8068], [1.3962, -2.0042, 6.0668], [1.5198, -2.4011, 7.3778], [2.4730, -0.6679, 3.4076], [2.9522, 0.1363, 3.0284], [3.0693, -1.4364, 3.6795], [2.0331, -1.1070, 2.6115], [-0.1727, -0.2907, 2.8787], [-0.7839, -0.4796, 4.4902], [0.0081, -1.8475, 3.8436], [1.3974, 0.8679, 4.3383], [1.1236, -0.1302, 6.6051], [2.7534, -0.5505, 5.9167], [2.5377, -2.3582, 7.7654], [1.0751, -3.3795, 7.5598], [0.8454, -1.8651, 8.0456], [-3.6156, -2.6945, 2.8463], [-3.9788, -2.2001, 1.4080], [-3.9571, -0.6662, 1.1854], [-4.5307, -0.4818, -0.0804], [-4.8476, 0.8582, -0.2191], [-2.9511, -2.8795, 0.4702], [-1.9893, -2.6295, 0.6510], [-2.9560, -3.8892, 0.4944], [-3.1683, -2.4843, -0.4336], [-3.6056, -3.7844, 2.8556], [-4.2771, -2.3420, 3.6376], [-2.6147, -2.3122, 3.0469], [-4.9200, -2.6135, 1.0455], [-2.9757, -0.2097, 1.3145], [-4.5155, -0.2810, 2.0386], [-5.0557, 1.1154, -1.2577], [-3.9382, 1.4286, -0.0303], [-5.6381, 1.2223, 0.4372], [-2.9515, 2.0311, 4.6497], [-3.7577, 2.6898, 6.0663], [-1.7314, 1.2804, 5.7357], [-1.9476, 1.3896, 3.1994], [-4.1311, 2.7628, 3.5758], [-2.0928, 3.5906, 4.3703], [-3.9264, 0.5421, 4.6909], [0.6766, -4.7725, 1.8728], [2.0095, -5.4919, 1.0738], [1.2803, -3.0728, 1.6389], [-0.7102, -3.8861, 2.6361], [-0.1641, -6.3327, 2.3456], [1.5249, -4.8982, 3.4054], [-0.2257, -4.7420, 0.3243], [-0.0152, 0.0074, -0.5053], [0.4365, -1.2951, -1.6811], [1.5867, -0.1435, 0.2812], [-0.4785, 1.0998, 0.8321], [-1.5755, 0.3358, -1.2668], [-0.7142, -1.2810, 0.5276], [0.6528, 1.3996, -1.4452]], "lowdin_spin": [0.00, 0.00, 0.00, 0.00, 0.00, 0.00, 0.00, 0.00, 0.00, 0.00, 0.00, 0.00, 0.00, 0.00, 0.00, 0.00, 0.00, 0.00, 0.00, 0.00, 0.00, 0.00, 0.00, 0.00, 0.00, 0.00, 0.00, 0.00, 0.00, 0.00, 0.00, 0.00, 0.00, 0.00, 0.00, 0.00, 0.00, 0.00, 0.00, 0.00, 0.00, 0.00, 0.00, 0.00, 0.00, 0.00, 0.00, 0.00, 0.00, 0.00, 0.00, 0.00, 0.00, 0.00, 0.00, 0.00, 0.00, 0.00, 0.00, 0.00, 0.00, 0.00, 0.00, 0.00, 0.00, 0.00, 0.00, 0.00, 0.00, 0.00, 0.00, 0.00, 0.00, 0.00, 0.07, 0.65, 0.11, 0.00, 0.00, 0.00, 0.00, 0.00, 0.00, 0.00, 0.00, 0.02, 0.04, 0.05, 0.00, 0.05, 0.00, 0.00, 0.00, 0.00, 0.00, 0.00, 0.00, 0.00, 0.00, 0.00, 0.00, 0.00, 0.00, 0.00, 0.00, 0.00, 0.00, 0.00, 0.00, 0.00, 0.00, 0.00, 0.00, 0.00, 0.00, 0.00, 0.00, 0.00, 0.00, 0.00, 0.00, 0.00, 0.00, 0.00, 0.00, 0.00, 0.00, 0.00, 0.00], "e_tot_ev": -278678.862, "max_force_ha_per_bohr": 0.082, "lumo_ev": [-9.28, -14.48], "multiplicity": 2, "total_charge": 4, "homo_lumo_gap_ev": [8.3, 3.1]}

{"formula": "C23H41AlBr3CaClF5O11PS2Si2", "method": "ωB97M-V/def2-TZVPD", "symbols": ["C", "C", "C", "C", "C", "C", "C", "O", "Si", "S", "O", "Si", "F", "P", "S", "H", "H", "H", "H", "H", "H", "H", "H", "H", "H", "H", "H", "H", "H", "H", "H", "H", "H", "H", "H", "Al", "C", "C", "C", "O", "C", "C", "C", "O", "H", "H", "H", "H", "F", "Cl", "C", "C", "C", "O", "C", "O", "O", "H", "H", "H", "H", "H", "H", "C", "O", "H", "H", "H", "H", "C", "C", "O", "C", "O", "C", "F", "F", "F", "H", "H", "H", "H", "H", "C", "Br", "Br", "Br", "H", "O", "H", "Ca"], "xyz": [[1.4517, 5.0241, 3.0589], [2.8607, 4.2449, 2.8807], [3.5329, 4.1418, 4.3869], [2.7592, 2.7739, 2.2063], [1.2943, 2.3616, 1.6483], [1.1214, 2.9888, 0.1406], [1.3427, 0.6925, 1.4683], [1.6177, 0.0221, 2.7520], [2.9802, -1.0610, 2.5126], [2.4286, -2.8640, 1.4622], [3.7323, -1.3445, 4.0776], [5.2830, -0.5424, 4.1510], [6.2460, -1.1413, 2.8113], [6.3490, -1.0813, 6.0330], [5.0633, -1.3476, 7.4958], [1.6080, 5.9705, 3.7174], [0.7609, 4.3188, 3.6948], [0.9175, 5.3073, 2.0765], [3.5586, 4.9604, 2.2662], [2.6897, 4.1453, 5.1900], [4.3031, 5.0086, 4.5536], [4.1255, 3.1541, 4.5400], [3.4731, 2.7921, 1.2723], [3.2343, 2.0084, 2.9395], [0.4156, 2.5574, 2.3655], [1.8309, 2.3581, -0.5526], [0.0590, 2.7940, -0.2387], [1.4346, 4.0963, 0.0495], [0.1945, 0.3034, 1.1852], [2.0734, 0.3766, 0.6262], [3.9760, -0.3654, 1.6913], [2.9438, -2.8568, 0.1493], [5.2034, 0.9085, 3.9981], [7.3297, -0.0520, 6.3791], [7.1063, -2.3102, 5.8764], [6.3363, 1.2180, 7.0389], [-3.3992, 4.5785, -1.8311], [-4.5011, 4.0827, -2.4259], [-4.4000, 3.1527, -3.5737], [-5.3901, 2.7024, -4.1162], [-3.0461, 2.7924, -4.0357], [-1.9482, 3.2889, -3.4405], [-2.0475, 4.2165, -2.2958], [-1.0505, 4.6644, -1.7558], [-3.4546, 5.2594, -0.9912], [-5.5005, 4.3375, -2.0958], [-2.9886, 2.1110, -4.8753], [-0.9485, 3.0335, -3.7699], [-5.7935, 5.1164, -3.8830], [-0.9786, 1.2776, 0.7638], [1.9499, -5.7901, -4.8786], [2.1563, -5.4140, -3.4243], [1.3704, -4.2064, -3.0039], [2.1638, -3.6750, -1.9549], [3.4500, -4.0516, -2.2142], [4.4146, -3.6066, -1.6539], [3.4944, -5.0005, -3.1985], [2.5505, -6.6723, -5.1316], [0.8973, -6.0107, -5.0867], [2.2816, -4.9882, -5.5443], [1.9510, -6.2754, -2.7737], [0.3717, -4.4641, -2.6427], [1.2803, -3.4487, -3.7893], [-5.3517, 6.8037, 0.8999], [-5.4769, 6.2168, -0.3859], [-4.2978, 6.8130, 1.1834], [-5.7280, 7.8291, 0.8732], [-5.9171, 6.2168, 1.6279], [-6.4191, 6.2218, -0.6114], [-5.0997, -5.6438, -0.5920], [-4.0501, -6.6558, -1.0091], [-3.7549, -6.5319, -2.4111], [-2.8853, -5.5491, -2.7522], [-2.3651, -4.7943, -1.9577], [-2.6276, -5.5620, -4.2573], [-3.7631, -5.6924, -4.9802], [-1.8190, -6.5943, -4.6278], [-2.0267, -4.4329, -4.6995], [-5.9919, -5.7352, -1.2180], [-5.3832, -5.7895, 0.4529], [-4.7313, -4.6212, -0.7108], [-4.4358, -7.6674, -0.8559], [-3.1391, -6.5648, -0.4091], [-1.6002, -1.1580, 4.0826], [-0.1680, -2.2325, 4.8363], [-3.2650, -2.1511, 3.9703], [-1.8221, 0.5192, 5.0353], [-1.3079, -0.9082, 3.0607], [-1.2613, 4.1584, -5.9923], [-1.0098, 5.0374, -6.2553], [1.1755, -8.1035, -4.5786]], "mulliken_charge": [-1.22, 0.48, -0.66, -0.10, 0.02, -1.01, -0.22, 0.01, 0.49, -0.29, -0.02, 0.73, -0.34, 0.09, -0.20, 0.37, 0.26, 0.25, 0.30, 0.30, 0.32, -0.15, 0.19, -0.58, 0.51, 0.29, 0.18, 0.36, 0.05, 0.35, -0.15, 0.02, -0.12, 0.13, 0.24, 0.39, -0.24, 0.04, 0.42, -0.49, -0.21, -0.56, 0.48, -0.57, 0.42, 0.33, 0.48, 0.53, -0.47, -0.40, -1.63, 1.09, -0.52, -0.25, 0.66, -0.49, -0.43, 0.33, 0.36, 0.43, -0.01, 0.20, 0.33, -0.59, -0.43, 0.22, 0.26, 0.28, 0.28, -1.11, -0.19, -0.30, 0.32, -0.51, 0.93, -0.22, -0.26, -0.24, 0.31, 0.37, 0.32, 0.32, 0.30, 0.09, -0.03, -0.04, -0.02, -0.05, -0.45, 0.29, 1.04], "e_tot_ev": -354995.287, "max_force_ha_per_bohr": 0.104, "lumo_ev": -8.56, "multiplicity": 1, "total_charge": 2, "homo_lumo_gap_ev": 1.3}

{"formula": "C4H8S", "method": "ωB97M-V/def2-TZVPD", "symbols": ["C", "C", "C", "C", "H", "H", "H", "H", "H", "H", "H", "H", "S"], "xyz": [[1.3404, 0.0250, -0.4417], [0.0765, 0.0744, 0.5439], [-1.0374, 1.0361, 0.0687], [-0.5224, -1.1628, 0.2092], [2.1575, -0.5119, 0.1470], [1.0202, -0.3679, -1.3403], [1.7762, 1.0695, -0.6066], [0.2984, 0.3751, 1.7018], [-1.2601, 1.6019, 0.9023], [-1.3612, 1.7746, -0.8666], [0.0675, -1.6083, -0.9978], [-0.6311, -2.0568, 0.9327], [-1.9246, -0.2490, -0.2528]], "nbo_charge": [-0.58, -0.25, -0.64, -0.53, 0.22, 0.20, 0.20, 0.24, 0.20, 0.21, 0.16, 0.24, 0.33], "e_tot_ev": -15107.941, "max_force_ha_per_bohr": 0.183, "de_lowest_kcal_mol": 102.50, "lumo_ev": 1.00, "multiplicity": 1, "homo_lumo_gap_ev": 8.9}

{"formula": "C3H4N3", "method": "ωB97M-V/def2-TZVPD", "symbols": ["C", "C", "N", "C", "N", "N", "H", "H", "H", "H"], "xyz": [[0.3008, 0.0407, -0.3247], [-0.8334, -0.3960, 0.5737], [-1.9124, -0.9093, -0.0268], [-3.0141, -0.4169, -0.2016], [-4.2543, -0.0308, -0.2904], [-3.4816, 0.8525, 0.2076], [1.0452, -0.6171, -0.1194], [0.6422, 1.0157, 0.0340], [0.0723, 0.1189, -1.3791], [-0.7292, -0.6568, 1.7252]], "nbo_charge": [-0.70, 0.40, -0.38, 0.50, 0.03, 0.06, 0.28, 0.29, 0.27, 0.27], "e_tot_ev": -7633.197, "max_force_ha_per_bohr": 0.075, "de_lowest_kcal_mol": 71.70, "lumo_ev": -6.49, "multiplicity": 1, "total_charge": 1, "homo_lumo_gap_ev": 9.7}